{
  "formula": "C26H34B11Br6MnNSSb2Te",
  "method": "ωB97M-V/def2-TZVPD",
  "fmax_ha_per_bohr": 0.009,
  "multiplicity": 6,
  "homo_ha": [-0.2793, -0.2997],
  "relative_energy_kj_mol": 1.4,
  "elements": ["Mn", "S", "C", "C", "C", "C", "C", "C", "N", "C", "C", "C", "C", "C", "C", "C", "H", "H", "H", "H", "H", "H", "H", "H", "C", "Sb", "C", "C", "C", "C", "C", "C", "C", "C", "C", "Sb", "C", "C", "H", "H", "H", "H", "H", "H", "H", "H", "H", "H", "H", "H", "H", "H", "H", "H", "H", "H", "H", "H", "Br", "B", "B", "C", "B", "B", "B", "B", "B", "Br", "B", "Br", "B", "Br", "B", "Br", "B", "Br", "H", "H", "H", "H", "H", "H", "Te"],
  "xyz": [[0.3526, -0.3122, -0.7366], [-3.8618, 0.9255, -1.2422], [-3.2093, 2.2232, -0.2892], [-3.7905, 3.4499, 0.0088], [-3.0828, 4.3236, 0.8139], [-1.8303, 3.9656, 1.3247], [-1.2593, 2.7444, 1.0246], [-1.9452, 1.8697, 0.1907], [-1.5248, 0.6029, -0.2116], [-2.4401, 0.0121, -0.9358], [-2.2240, -1.3435, -1.4427], [-3.2544, -2.1139, -1.9773], [-2.9968, -3.4201, -2.3451], [-1.7123, -3.9385, -2.1867], [-0.6762, -3.1401, -1.7197], [-0.9137, -1.8242, -1.3492], [-4.7693, 3.7084, -0.3716], [-3.5107, 5.2840, 1.0656], [-1.3058, 4.6479, 1.9806], [-0.3143, 2.4473, 1.4595], [-4.2551, -1.7059, -2.0633], [-3.7899, -4.0386, -2.7425], [-1.5123, -4.9678, -2.4558], [0.3225, -3.5519, -1.6618], [2.8129, 2.2965, 1.5699], [2.0142, 2.0288, -0.3851], [3.8486, 1.8993, -1.4408], [1.5860, 4.1147, -0.8005], [1.5036, 4.4239, -2.2657], [2.6581, 4.7209, -2.9773], [2.6316, 5.0297, -4.3311], [1.4123, 5.0517, -5.0108], [0.2524, 4.7604, -4.3343], [0.2507, 4.4376, -2.9518], [-0.9625, 4.1398, -2.3168], [0.0386, 0.7122, -3.8661], [-1.0764, -0.7717, -4.9503], [1.2386, 1.3983, -5.5048], [2.0285, 2.6160, 2.2540], [3.6042, 3.0444, 1.5381], [3.2060, 1.3498, 1.9353], [4.4933, 2.7320, -1.1604], [3.6592, 1.9133, -2.5121], [4.3251, 0.9557, -1.1815], [2.4135, 4.6463, -0.3289], [0.6737, 4.3630, -0.2660], [3.6052, 4.7294, -2.4509], [3.5510, 5.2639, -4.8502], [1.3812, 5.2960, -6.0644], [-0.6991, 4.7784, -4.8533], [-1.8859, 4.1511, -2.8796], [-1.0280, 3.8878, -1.2716], [-0.5704, -1.0391, -5.8761], [-2.0682, -0.3771, -5.1716], [-1.1731, -1.6540, -4.3187], [0.5841, 1.9030, -6.2153], [1.7377, 0.5626, -5.9910], [1.9726, 2.1136, -5.1381], [1.8532, -1.3703, 1.2967], [1.1480, -2.0116, 3.0374], [2.1524, -3.1182, 3.9728], [1.0234, -3.9935, 4.8752], [0.6172, -3.6707, 3.2607], [-0.6061, -3.6650, 4.5432], [0.1669, -3.1091, 6.0429], [1.8740, -2.7710, 5.6902], [1.9461, -1.4442, 4.5225], [3.4228, -0.1715, 4.4743], [0.7105, -1.4395, 5.8135], [0.7670, -0.1567, 7.2731], [-0.8363, -1.9953, 5.0971], [-2.5593, -1.3532, 5.7319], [-0.5516, -2.3443, 3.3655], [-1.9450, -2.1200, 2.0173], [0.2653, -0.9566, 4.1486], [-0.1851, 0.8844, 3.7024], [3.1709, -3.5958, 3.6108], [1.2776, -5.0130, 5.1212], [0.6231, -4.5163, 2.4356], [-1.4217, -4.5182, 4.5747], [-0.1352, -3.5988, 7.0730], [2.7096, -3.0332, 6.4823], [1.8866, -1.0068, -2.7819]]
}